Record 1
This record from the Open Molecules 2025 dataset describes a molecular structure, C35H18Cl5N4O10S4Y. The level of theory is ωB97M-V with the def2-TZVPD basis set.

Values from the calculation:
Spin multiplicity ... 1
Energy relative to the best compared isomer or geometry (same formula, charge and spin) ... 1.2324 eV
Net charge ... -2

Last column: Löwdin charge in e.
Element x y z (Å)
Y1 -0.425 0.169 -0.309  1.4185
Cl1 -2.673 -1.890 1.961  0.6910
Cl2 1.139 -4.441 4.786  0.6315
Cl3 3.346 -2.934 3.165  0.6478
Cl4 -1.867 -3.920 4.150  0.6355
Cl5 2.526 -0.980 0.882  0.7191
S1 -0.048 -2.804 -1.348  0.7021
S2 0.941 0.687 -2.900  0.4844
S3 -1.081 3.195 -1.554  0.4846
S4 3.696 -3.388 -2.931  0.6201
O1 1.626 0.690 -1.595  -0.4132
O2 -6.740 2.253 3.079  -0.0510
O3 -1.377 4.531 -1.102  -0.3087
O4 -5.274 3.033 4.617  -0.0520
O5 -0.219 2.447 -0.604  -0.4359
O6 4.668 -3.974 -2.044  -0.3152
O7 -0.454 0.275 -2.628  -0.4381
O8 4.193 -2.577 -4.009  -0.3070
O9 -2.220 2.409 -1.975  -0.2979
O10 1.582 -0.024 -3.963  -0.2743
N1 -2.295 1.208 1.051  0.0839
N2 2.534 -2.612 -2.079  -0.0877
N3 -2.759 -0.460 -1.056  0.0389
N4 0.304 1.589 1.859  0.0680
C1 -2.909 -1.124 -2.206  -0.1377
C2 -3.564 1.010 0.670  -0.2302
C3 1.281 -1.745 1.845  -0.6965
C4 -4.646 1.420 1.433  0.0557
C5 -0.398 3.255 3.413  0.0008
C6 -0.970 -2.154 2.268  -0.6924
C7 -0.645 -3.079 3.261  -0.7104
C8 -4.960 0.414 -1.318  -0.0016
C9 1.384 -3.222 -2.149  -0.7785
C10 1.676 -2.645 2.827  -0.7074
C11 -0.036 -1.444 1.526  -0.3327
C12 -5.611 2.477 3.555  -0.6900
C13 2.644 -4.675 -3.548  -0.2223
C14 1.900 -6.641 -4.635  -0.0955
C15 1.710 2.693 -4.523  -0.0590
C16 2.932 -5.751 -4.364  -0.0486
C17 -0.671 2.226 2.513  -0.1874
C18 -3.768 0.296 -0.614  -0.2327
C19 0.018 3.395 -2.962  -0.2066
C20 0.911 3.636 3.631  -0.0611
C21 -2.080 1.870 2.195  -0.1768
C22 0.899 4.948 -4.589  -0.0848
C23 -3.119 2.268 3.025  0.0553
C24 1.394 -4.465 -3.007  -0.2242
C25 0.632 -6.443 -4.092  -0.0868
C26 1.739 3.963 -5.080  -0.0838
C27 1.917 2.992 2.933  -0.0541
C28 0.857 2.395 -3.468  -0.2000
C29 0.365 -5.354 -3.273  -0.0408
C30 -4.067 -1.070 -2.956  -0.0449
C31 0.048 4.660 -3.532  -0.0622
C32 -4.429 2.041 2.650  -0.0748
C33 0.695 -3.320 3.546  -0.7125
C34 1.562 1.983 2.056  -0.1271
C35 -5.108 -0.275 -2.505  -0.0533
H1 3.922 -5.889 -4.779  0.1137
H2 2.341 1.905 -4.909  0.1085
H3 -5.742 1.063 -0.953  0.1136
H4 -0.612 -5.184 -2.840  0.0889
H5 -5.670 1.245 1.138  0.1144
H6 -6.023 -0.183 -3.076  0.1045
H7 2.081 -7.497 -5.274  0.0930
H8 -2.955 2.743 3.981  0.1114
H9 2.416 4.175 -5.898  0.0976
H10 -0.156 -7.153 -4.311  0.0945
H11 -4.131 -1.624 -3.882  0.1028
H12 2.957 3.265 3.044  0.1010
H13 1.136 4.440 4.321  0.1037
H14 -1.208 3.771 3.906  0.1088
H15 0.907 5.942 -5.018  0.0969
H16 -2.061 -1.713 -2.528  0.0414
H17 2.317 1.468 1.482  0.0601
H18 -0.598 5.419 -3.113  0.1057

Record 2
This record from the Open Molecules 2025 dataset describes a molecular structure, C21H19ClIrN2O4S. The level of theory is ωB97M-V with the def2-TZVPD basis set.

Values from the calculation:
Spin multiplicity ... 2
Energy relative to the best compared isomer or geometry (same formula, charge and spin) ... 0.0000 eV
Net charge ... +2

Last column: Löwdin charge in e.
Element x y z (Å)
Ir1 0.035 0.935 -0.661  1.4722
Cl1 6.860 0.034 1.565  0.8630
S1 -1.407 -1.739 -1.156  1.0698
O1 1.927 0.543 -1.331  -0.0772
O2 -0.766 1.017 -2.562  -0.1692
O3 0.143 2.809 -1.758  -0.0645
O4 -0.217 -1.031 -0.413  -0.6461
N1 0.672 1.123 1.234  -0.0419
N2 -1.767 1.330 0.173  -0.0502
C1 -0.645 -4.265 -1.727  -0.2047
C2 -0.403 1.473 2.134  -0.1484
C3 -1.680 1.531 1.531  -0.1304
C4 -0.272 1.767 3.459  0.0289
C5 -1.073 -3.592 -3.030  -0.2092
C6 4.204 0.150 -1.340  0.0672
C7 1.869 0.935 1.636  -0.0123
C8 3.023 0.618 0.802  -0.0744
C9 -4.125 1.643 0.285  0.0024
C10 4.229 0.485 1.440  -0.0138
C11 -1.412 2.073 4.236  -0.0189
C12 5.406 0.184 0.729  -0.6167
C13 -1.258 -3.452 -0.587  -0.2767
C14 -2.819 1.807 2.297  -0.1219
C15 -4.069 1.847 1.632  0.0457
C16 -2.939 1.385 -0.422  -0.0710
C17 5.378 0.015 -0.675  -0.0409
C18 -2.657 2.070 3.679  0.0184
C19 -0.385 2.222 -2.735  -0.4097
C20 2.977 0.449 -0.643  -0.2709
C21 -0.825 -2.100 -2.832  -0.2984
H1 4.148 0.044 -2.414  0.1429
H2 2.076 1.007 2.700  0.1366
H3 -0.510 2.711 -3.702  0.1623
H4 -0.658 -3.418 0.322  0.1045
H5 6.293 -0.219 -1.202  0.1317
H6 -1.286 2.319 5.281  0.1271
H7 0.442 -4.271 -1.642  0.1245
H8 -0.502 -3.965 -3.879  0.1305
H9 -2.129 -3.780 -3.234  0.1263
H10 -0.984 -5.298 -1.682  0.1285
H11 0.699 1.792 3.937  0.1211
H12 -4.968 2.049 2.200  0.1397
H13 0.237 -1.848 -2.831  0.1094
H14 -3.529 2.290 4.281  0.1352
H15 -2.945 1.234 -1.493  0.1225
H16 4.295 0.620 2.513  0.1320
H17 -1.354 -1.451 -3.523  0.0943
H18 -5.061 1.691 -0.253  0.1277
H19 -2.269 -3.773 -0.336  0.1032

Record 3
This record from the Open Molecules 2025 dataset describes 2 unconnected molecules or ions with the total composition C3H4ClO4. The level of theory is ωB97M-V with the def2-TZVPD basis set.

Values from the calculation:
Spin multiplicity ... 1
Energy relative to the best compared isomer or geometry (same formula, charge and spin) ... 3.5028 eV
Net charge ... -1

Last column: Löwdin charge in e.
Element x y z (Å)
Cl1 -1.218 1.111 -1.945  0.5110
O1 0.491 1.406 1.684  -0.0485
O2 -1.307 -1.212 -0.108  -0.1195
O3 -1.814 1.015 1.339  0.0068
O4 0.967 1.850 -0.773  -0.1226
C1 -0.264 -0.440 0.504  -0.2224
C2 -0.655 0.687 1.219  -0.6393
C3 0.508 0.875 -1.323  -0.6224
H1 0.601 -0.910 0.569  0.0578
H2 -2.123 -0.906 0.311  0.0641
H3 0.763 1.756 0.709  0.0664
H4 0.691 -0.173 -1.508  0.0686

Record 4
This record from the Open Molecules 2025 dataset describes 3 unconnected molecules or ions with the total composition C7H16N2O2. The level of theory is ωB97M-V with the def2-TZVPD basis set.

Values from the calculation:
Spin multiplicity ... 1
Energy relative to the best compared isomer or geometry (same formula, charge and spin) ... 4.7660 eV

Last column: Löwdin charge in e.
Element x y z (Å)
O1 -1.743 0.396 -1.321  0.2064
O2 -0.137 1.634 -0.334  0.2141
N1 -4.447 0.129 1.311  -0.3043
N2 4.636 -0.257 -0.614  -0.3210
C1 -3.205 -0.292 1.380  0.0571
C2 -5.080 1.152 2.128  -0.0745
C3 -5.300 -0.321 0.219  -0.0696
C4 -0.969 0.980 -0.734  -0.4881
C5 3.224 0.022 -0.123  -0.0828
C6 4.886 0.107 -1.968  -0.1687
C7 4.937 -1.675 -0.596  -0.1441
H1 -4.814 1.284 3.110  0.0534
H2 2.443 0.219 -1.018  0.1042
H3 5.805 -1.979 -1.158  0.0782
H4 -5.365 0.441 -0.506  0.0795
H5 -4.890 -1.191 -0.160  0.0505
H6 4.558 -0.696 -2.548  0.0448
H7 5.315 -1.811 0.455  0.0918
H8 -6.161 1.107 2.158  0.0796
H9 4.255 0.900 -2.439  0.0923
H10 -6.257 -0.749 0.645  0.1138
H11 -4.957 2.196 1.816  0.0948
H12 5.948 0.270 -2.180  0.0882
H13 3.194 1.077 0.335  0.0941
H14 -2.774 0.053 2.258  -0.0192
H15 3.991 -2.235 -0.630  0.0842
H16 2.907 -0.759 0.516  0.0452

Record 5
This record from the Open Molecules 2025 dataset describes a molecular structure, C4H10NO. The level of theory is ωB97M-V with the def2-TZVPD basis set.

Values from the calculation:
Spin multiplicity ... 1
Energy relative to the best compared isomer or geometry (same formula, charge and spin) ... 3.9272 eV
Net charge ... -1

Last column: Löwdin charge in e.
Element x y z (Å)
O1 -4.164 1.703 -3.136  -0.3946
N1 3.099 -0.474 0.843  -0.0122
C1 3.203 -0.857 2.328  -0.2675
C2 -3.420 1.706 -2.024  -0.6557
C3 -2.237 0.691 -2.059  -0.1763
C4 2.473 -1.861 2.852  -0.0113
H1 1.671 -2.246 2.231  0.0633
H2 -1.597 0.928 -2.908  0.0383
H3 -2.892 2.689 -1.801  0.0600
H4 3.815 -0.044 2.708  0.0947
H5 -1.659 0.739 -1.112  0.0365
H6 2.829 -2.353 3.753  0.0504
H7 3.300 -1.248 0.221  0.0470
H8 2.199 -0.523 1.392  0.0349
H9 -4.011 1.481 -1.102  0.0547
H10 -2.608 -0.332 -2.184  0.0378

Record 6
This record from the Open Molecules 2025 dataset describes C2H5NO2 in the gas phase. The level of theory is ωB97M-V with the def2-TZVPD basis set.

Values from the calculation:
Spin multiplicity ... 1
SMILES ... CO/C=N\O
Energy relative to the best compared isomer or geometry (same formula, charge and spin) ... 5.0438 eV

Last column: Löwdin charge in e.
Element x y z (Å)
O1 -0.473 0.324 -1.209  -0.0965
O2 0.746 -0.358 1.117  -0.1612
N1 1.246 -0.765 0.026  -0.0739
C1 0.770 -0.331 -1.163  -0.0988
C2 -1.126 0.407 0.052  -0.1156
H1 -0.589 0.988 0.819  0.1000
H2 -2.165 0.738 -0.007  0.0954
H3 1.418 -0.170 1.867  0.1794
H4 -1.257 -0.507 0.502  0.0581
H5 1.431 -0.326 -2.003  0.1131

Record 7
This record from the Open Molecules 2025 dataset describes a molecular structure, C2H6AlO. The level of theory is ωB97M-V with the def2-TZVPD basis set.

Values from the calculation:
Spin multiplicity ... 1
Energy relative to the best compared isomer or geometry (same formula, charge and spin) ... 2.1766 eV
Net charge ... +3

Last column: Löwdin charge in e.
Element x y z (Å)
Al1 17.569 15.726 3.315  1.9197
O1 15.902 16.848 3.058  -0.0166
C1 15.581 17.985 3.750  -0.1656
C2 14.152 18.278 3.509  0.1353
H1 15.717 17.803 4.816  0.1871
H2 13.497 17.410 3.586  0.1620
H3 13.948 18.645 2.503  0.1694
H4 15.557 16.981 2.173  0.1837
H5 13.852 19.038 4.230  0.2010
H6 16.164 18.856 3.449  0.2240

How do the records compare in max |F|? In the order shown, they have 0.6 1.4 4.9 4.3 4.3 9.0 3.9 eV/A.